C37H38N3 | ωB97M-V/def2-TZVPD

Geometry (Å):
C  -4.47  -1.42  -3.21
N  -4.54  -1.52  -1.75
C  -5.46  -2.45  -1.23
C  -5.70  -3.67  -1.89
C  -6.31  -4.73  -1.20
C  -6.80  -4.53  0.09
C  -6.75  -3.26  0.67
C  -6.12  -2.21  0.00
C  -3.56  -0.90  -0.97
C  -3.35  -1.22  0.40
C  -2.27  -0.73  1.12
C  -1.36  0.14  0.50
C  -0.12  0.71  1.23
C  1.15  0.30  0.44
C  2.38  0.97  0.49
C  3.48  0.50  -0.21
C  3.42  -0.69  -0.94
N  4.56  -1.22  -1.58
C  4.81  -0.81  -2.95
C  5.19  -2.37  -1.10
C  5.65  -3.35  -1.99
C  6.28  -4.50  -1.51
C  6.54  -4.63  -0.14
C  6.12  -3.64  0.76
C  5.40  -2.54  0.29
C  2.17  -1.33  -1.04
C  1.08  -0.87  -0.33
N  -0.36  2.14  1.41
C  -1.70  2.41  2.12
C  -1.33  2.47  3.59
C  0.06  3.13  3.61
C  0.69  2.96  2.22
C  0.95  4.23  1.44
C  2.14  4.49  0.74
C  2.29  5.70  0.06
C  1.28  6.67  0.10
C  0.09  6.39  0.77
C  -0.08  5.18  1.43
C  -1.59  0.53  -0.83
C  -2.63  -0.02  -1.56
H  -4.35  -0.38  -3.52
H  -3.64  -2.01  -3.63
H  -5.40  -1.78  -3.65
H  -5.33  -3.83  -2.91
H  -6.38  -5.71  -1.68
H  -7.23  -5.37  0.65
H  -7.18  -3.07  1.65
H  -6.07  -1.22  0.45
H  -4.02  -1.90  0.93
H  -2.12  -1.02  2.17
H  -0.04  0.30  2.25
H  2.52  1.88  1.07
H  4.43  1.04  -0.16
H  5.88  -0.90  -3.17
H  4.24  -1.42  -3.67
H  4.50  0.24  -3.05
H  5.47  -3.22  -3.06
H  6.58  -5.27  -2.22
H  7.07  -5.51  0.22
H  6.34  -3.72  1.82
H  5.04  -1.78  0.98
H  2.08  -2.22  -1.67
H  0.15  -1.44  -0.39
H  -0.43  2.50  0.45
H  -2.45  1.64  1.91
H  -2.08  3.35  1.72
H  -1.28  1.46  4.02
H  -2.07  3.04  4.16
H  0.71  2.65  4.35
H  -0.02  4.19  3.88
H  1.57  2.33  2.32
H  2.94  3.75  0.73
H  3.21  5.90  -0.48
H  1.42  7.63  -0.40
H  -0.71  7.13  0.82
H  -1.01  4.96  1.96
H  -0.90  1.23  -1.32
H  -2.71  0.23  -2.61

Energy relative to the best compared isomer or geometry (same formula, charge and spin): 10.97 kcal per mole
E: -1596.74389 Ha
Charge: +1
Kohn-Sham gap: 7.60 eV
Structure (SMILES): CN(c1ccccc1)c1ccc(C(c2ccc(N(C)c3ccccc3)cc2)[N@H+]2CCC[C@@H]2c2ccccc2)cc1
HOMO level: -9.60 eV
Lowest unoccupied orbital energy: -0.074 hartree
2S+1: 1